{
  "formula": "C7H15NSi",
  "method": "wB97M-V/def2-TZVPD",
  "smiles": "CC(C)(C)[Si](C)(C)C#N",
  "relative_energy_ev": 0.0000,
  "homo_lumo_gap_ev": 10.4,
  "spin_multiplicity": 1,
  "homo_ha": -0.358,
  "symbols": ["H", "H", "C", "H", "H", "C", "H", "N", "H", "C", "C", "H", "H", "C", "H", "H", "H", "C", "Si", "H", "H", "H", "C", "H"],
  "xyz": [[2.049, 1.566, -0.899], [-1.844, -1.237, 0.979], [0.184, -1.011, 0.191], [1.442, -2.485, -0.542], [0.698, -1.685, -1.898], [1.287, 2.071, -0.168], [-0.875, -2.782, 0.540], [-1.878, 1.950, 2.347], [1.596, 2.445, 0.858], [0.852, -0.850, 1.560], [-1.222, 1.533, 1.494], [1.869, -0.681, -1.085], [-2.242, 0.632, -1.471], [-1.393, 1.150, -1.545], [-1.769, -1.649, -0.684], [0.924, 3.038, -0.575], [0.140, -0.789, 2.490], [-1.163, -1.775, 0.320], [-0.208, 0.892, -0.077], [1.585, -0.025, 1.693], [-1.055, 0.847, -2.507], [-1.562, 2.193, -1.856], [1.077, -1.535, -0.914], [1.508, -1.812, 1.748]],
  "lowdin_charge": [0.062, 0.064, -0.671, 0.077, 0.064, -0.198, 0.071, 0.054, 0.049, -0.151, -0.255, 0.102, -0.029, -0.165, 0.111, 0.028, 0.114, -0.086, 0.602, 0.064, 0.023, 0.049, -0.090, 0.111]
}

***

{
  "formula": "C7H15OP",
  "method": "wB97M-V/def2-TZVPD",
  "relative_energy_ev": 3.4819,
  "homo_lumo_gap_ev": 9.4,
  "spin_multiplicity": 1,
  "homo_ha": -0.326,
  "symbols": ["H", "H", "C", "H", "O", "P", "C", "H", "H", "C", "H", "H", "H", "C", "H", "H", "C", "H", "H", "H", "C", "H", "H", "C"],
  "xyz": [[-2.286, 0.704, -0.689], [1.560, 0.982, 1.257], [1.513, -1.748, -0.764], [1.800, 0.943, -1.846], [-0.776, -1.752, -2.594], [0.537, 0.843, -2.335], [-0.001, -0.245, -0.974], [1.036, -0.354, -3.271], [0.957, -2.574, -0.238], [0.634, 1.431, 0.827], [-1.387, 2.204, -0.609], [-1.381, 0.094, 2.206], [-1.620, -1.215, 0.960], [-0.894, -0.496, 1.447], [-2.399, 1.443, 0.716], [1.698, -1.892, -1.854], [-0.809, -1.327, -1.449], [1.073, 2.065, 0.048], [0.059, -0.906, 1.738], [-1.328, -1.899, -0.664], [-0.379, 0.469, 0.348], [0.202, 2.115, 1.592], [2.146, -1.355, -0.158], [-1.749, 1.333, -0.049]],
  "lowdin_charge": [0.052, 0.096, 0.114, -0.131, -0.037, 0.901, -0.531, 0.001, 0.069, -0.103, 0.071, 0.079, 0.089, -0.040, 0.034, 0.054, -0.418, 0.057, 0.075, 0.113, -0.584, 0.103, -0.047, -0.018]
}

***

{
  "formula": "C7H16AlBr2O",
  "method": "wB97M-V/def2-TZVPD",
  "charge": -1,
  "homo_lumo_gap_ev": 8.4,
  "spin_multiplicity": 1,
  "homo_ha": -0.194,
  "symbols": ["C", "C", "H", "H", "Al", "Br", "H", "C", "H", "C", "H", "H", "H", "C", "H", "H", "H", "H", "O", "H", "C", "C", "H", "H", "H", "Br", "H"],
  "xyz": [[-3.871, 0.428, -0.324], [-2.854, -0.489, -0.904], [-3.603, 1.452, -0.519], [-3.118, -1.524, -0.723], [-0.982, -0.052, -0.238], [-0.680, 2.271, -0.873], [5.336, 1.049, 0.648], [-4.072, 0.256, 1.157], [1.142, -1.925, 0.670], [3.705, -0.332, 0.176], [-3.128, 0.498, 1.626], [-2.832, -0.281, -1.967], [4.616, 1.255, -0.967], [4.422, 1.015, 0.070], [-4.311, -0.777, 1.378], [4.032, -0.986, -0.620], [-4.812, 0.943, 1.548], [3.773, 1.796, 0.442], [0.236, -1.142, -0.994], [2.044, 0.532, -0.783], [2.196, -0.122, 0.063], [1.406, -1.386, -0.244], [2.058, -2.045, -0.818], [1.863, 0.354, 0.976], [3.967, -0.781, 1.128], [-5.624, 0.197, -1.265], [-0.911, -0.204, 1.356]],
  "lowdin_charge": [-0.846, -0.335, 0.039, 0.057, -0.080, 0.119, 0.056, -0.181, 0.099, -0.268, 0.035, 0.044, 0.066, -0.119, 0.076, 0.094, 0.063, 0.066, -0.271, 0.092, -0.241, -0.348, 0.101, 0.102, 0.099, 0.518, -0.037]
}